# 1
Density functional theory data (ωB97M-V/def2-TZVPD) for C6H8 in the gas phase.

Values from the calculation:
Relative energy (zero: lowest compared OMol25 entry of this formula, charge and spin) ... 267.0 kJ/mol
SMILES ... C=C[C@@H]1C=C1C
LUMO energy ... 1.14 eV

Each line ends with the Mulliken charge.
CARTESIAN COORDINATES (ANGSTROEM)
C1 2.645 -0.290 0.005  -0.79
C2 1.421 -0.030 0.434  -0.01
C3 0.317 0.417 -0.413  -0.10
C4 -0.764 1.413 0.048  -0.55
C5 -1.129 0.195 -0.019  0.28
C6 -2.287 -0.807 0.046  -0.92
H1 3.541 -0.511 0.585  0.26
H2 2.840 -0.255 -1.085  0.18
H3 1.414 0.194 1.478  0.31
H4 0.677 0.442 -1.544  0.22
H5 -1.078 2.477 0.242  0.30
H6 -3.207 -0.300 -0.001  0.30
H7 -2.320 -1.389 1.016  0.26
H8 -2.070 -1.554 -0.791  0.27

# 2
Density functional theory data (ωB97M-V/def2-TZVPD) for C6H8 in the gas phase.

Values from the calculation:
Relative energy (zero: lowest compared OMol25 entry of this formula, charge and spin) ... 187.6 kJ/mol
SMILES ... C#CC(=C)CC
LUMO energy ... 1.00 eV

Each line ends with the Mulliken charge.
CARTESIAN COORDINATES (ANGSTROEM)
C1 -0.735 -3.020 0.098  0.12
C2 -0.488 -1.852 -0.073  -0.56
C3 -0.317 -0.428 -0.132  0.20
C4 -1.427 0.325 -0.215  -0.89
C5 1.064 0.197 -0.197  -0.18
C6 0.886 1.675 0.118  -1.25
H1 -0.975 -4.052 0.218  0.42
H2 -2.356 -0.104 -0.552  0.30
H3 -1.454 1.384 0.005  0.29
H4 1.819 -0.264 0.449  0.31
H5 1.407 0.018 -1.228  0.26
H6 0.218 1.686 0.981  0.33
H7 1.781 2.225 0.396  0.36
H8 0.396 2.189 -0.717  0.30

# 3
Density functional theory data (ωB97M-V/def2-TZVPD) for a molecular structure, C6H8AlLiO6.

Values from the calculation:
Relative energy (zero: lowest compared OMol25 entry of this formula, charge and spin) ... 97.3 kJ/mol
LUMO energy (spin up / spin down) ... -9.46 / -10.18 eV
Net charge ... +2

Each line ends with the Mulliken charge.
CARTESIAN COORDINATES (ANGSTROEM)
O1 -1.697 -2.497 -0.544  -0.26
C1 -0.518 -1.946 -0.543  0.88
C2 -2.697 -1.594 -1.070  -0.47
O2 0.464 -2.502 -0.054  -0.27
O3 -0.532 -0.704 -0.938  -0.36
C3 -2.148 -0.208 -0.717  -0.22
H1 -3.636 -1.809 -0.554  0.33
H2 -2.754 -1.731 -2.154  0.33
H3 -2.476 0.018 0.304  0.37
H4 -2.494 0.492 -1.484  0.40
O4 0.888 2.200 0.734  -0.34
C4 -0.458 1.965 1.115  0.41
C5 1.926 1.752 1.597  -0.39
O5 -1.135 1.843 0.071  -0.40
O6 2.304 0.115 -0.126  -0.18
C6 2.942 1.019 0.729  -0.37
H5 1.496 1.076 2.351  0.38
H6 2.395 2.607 2.107  0.36
H7 3.678 0.527 1.388  0.35
H8 3.485 1.761 0.115  0.33
Li1 0.728 0.981 -0.844  0.90
Al1 2.015 -1.512 -0.368  0.24

# 4
Density functional theory data (ωB97M-V/def2-TZVPD) for C6H8BNO4 in the gas phase.

Values from the calculation:
Relative energy (zero: lowest compared OMol25 entry of this formula, charge and spin) ... 443.4 kJ/mol
SMILES ... C=C/C=C(/B(O)O)C(=C)[N+](=O)[O-]
LUMO energy ... 0.10 eV

Each line ends with the Mulliken charge.
CARTESIAN COORDINATES (ANGSTROEM)
C1 1.637 -2.985 0.334  -0.86
C2 0.756 -2.025 0.443  -0.16
C3 0.686 -0.927 -0.594  -0.13
C4 0.008 0.223 -0.592  0.02
B1 -0.104 1.350 -1.696  0.60
O1 0.443 1.114 -2.861  -0.50
O2 -0.924 2.312 -1.323  -0.50
C5 -0.894 0.652 0.941  0.26
C6 -2.172 0.864 0.979  -0.98
N1 0.069 0.852 2.033  0.97
O3 -0.310 0.438 3.120  -0.56
O4 1.173 1.125 1.711  -0.53
H1 1.723 -3.789 1.113  0.25
H2 2.482 -2.965 -0.320  0.28
H3 0.073 -1.952 1.195  0.46
H4 1.277 -1.138 -1.561  0.25
H5 0.434 1.782 -3.511  0.28
H6 -0.854 3.207 -1.483  0.27
H7 -2.611 1.250 1.871  0.31
H8 -2.890 0.613 0.199  0.27

# 5
Density functional theory data (ωB97M-V/def2-TZVPD) for C6H8BrNS in the gas phase.

Values from the calculation:
Relative energy (zero: lowest compared OMol25 entry of this formula, charge and spin) ... 226.3 kJ/mol
SMILES ... CS[C@@]1(Br)CC=CC=N1
LUMO energy ... -0.64 eV

Each line ends with the Mulliken charge.
CARTESIAN COORDINATES (ANGSTROEM)
C1 -0.973 -1.835 -2.345  -0.78
S1 0.541 -1.228 -1.597  -0.09
C2 0.156 -0.349 -0.078  0.37
Br1 -0.970 -1.618 1.230  -0.19
C3 1.443 -0.009 0.720  -0.86
C4 1.140 1.101 1.722  -0.28
C5 0.027 1.874 1.548  -0.37
C6 -0.742 1.719 0.443  -0.20
N1 -0.659 0.779 -0.492  -0.52
H1 -1.656 -2.577 -1.679  0.22
H2 -0.727 -2.439 -3.287  0.29
H3 -1.739 -1.102 -2.556  0.32
H4 2.288 0.304 0.197  0.44
H5 1.710 -0.985 1.344  0.34
H6 1.829 1.266 2.511  0.44
H7 -0.224 2.636 2.225  0.43
H8 -1.443 2.465 0.094  0.43

# 6
Density functional theory data (ωB97M-V/def2-TZVPD) for a molecular structure, C6H8CaO5.

Values from the calculation:
Spin multiplicity ... 2
LUMO energy (spin up / spin down) ... -3.04 / -3.16 eV
Net charge ... +1

Each line ends with the Mulliken charge.
CARTESIAN COORDINATES (ANGSTROEM)
Ca1 2.320 -1.424 3.189  0.55
O1 2.017 -0.147 1.547  -0.85
O2 0.160 1.107 1.353  -0.43
C1 -0.355 1.980 0.348  -0.35
C2 0.770 2.004 -0.684  -0.32
O3 1.504 0.809 -0.411  -0.39
C3 1.087 0.263 0.774  1.30
H1 -1.288 1.566 -0.059  0.22
H2 -0.548 2.953 0.809  0.33
H3 1.440 2.863 -0.549  0.31
H4 0.403 1.953 -1.715  0.26
O4 0.121 -2.181 1.060  -0.08
C4 -0.779 -3.232 0.587  -0.32
C5 -1.408 -2.577 -0.643  -0.27
O5 -0.728 -1.282 -0.703  -0.30
C6 0.063 -1.154 0.286  0.20
H5 -0.151 -4.102 0.378  0.28
H6 -1.466 -3.428 1.414  0.28
H7 -2.478 -2.376 -0.544  0.29
H8 -1.192 -3.095 -1.581  0.29

# 7
Density functional theory data (ωB97M-V/def2-TZVPD) for a molecular structure, C6H8CaOP.

Values from the calculation:
Relative energy (zero: lowest compared OMol25 entry of this formula, charge and spin) ... 0.0 kJ/mol
LUMO energy (spin up / spin down) ... 2.94 / 2.95 eV
Net charge ... -1

Each line ends with the Mulliken charge.
CARTESIAN COORDINATES (ANGSTROEM)
C1 0.108 -0.327 -2.190  -0.30
C2 -0.830 -1.194 -2.825  -0.72
C3 -0.533 -2.529 -2.410  -0.35
C4 0.639 -2.513 -1.614  -0.90
C5 1.044 -1.151 -1.451  -0.35
Ca1 1.438 0.934 0.780  0.37
P1 -0.334 3.013 1.025  -0.32
H1 0.152 0.768 -2.253  0.28
H2 -1.636 -0.886 -3.490  0.36
H3 -1.069 -3.420 -2.729  0.38
H4 2.001 -0.822 -0.999  0.41
H5 1.149 -3.371 -1.175  0.36
H6 -1.534 3.224 1.779  0.06
H7 -0.966 3.116 -0.274  0.09
H8 0.101 4.388 1.074  0.07
O1 -0.111 0.351 3.976  -0.19
C6 0.381 0.418 2.932  -0.26

# 8
Density functional theory data (ωB97M-V/def2-TZVPD) for 2 unconnected molecules or ions with the total composition C6H8Cl2NOS.

Values from the calculation:
Relative energy (zero: lowest compared OMol25 entry of this formula, charge and spin) ... 13.8 kJ/mol
LUMO energy ... -3.63 eV
Net charge ... +1

Each line ends with the Mulliken charge.
CARTESIAN COORDINATES (ANGSTROEM)
C1 0.218 -0.352 2.324  -0.20
C2 0.411 -1.529 1.398  -0.31
C3 0.436 0.990 2.308  -0.24
C4 0.762 -1.458 0.104  0.17
C5 1.502 1.701 0.166  0.42
C6 1.208 1.823 1.443  -0.36
N1 -2.009 -0.624 -2.863  -0.37
O1 -0.661 0.604 -1.042  -0.69
S1 0.871 0.258 -0.913  0.28
Cl1 1.115 -2.746 -0.899  -0.14
Cl2 2.328 2.862 -0.663  -0.15
H1 -0.400 -0.602 3.297  0.22
H2 0.282 -2.516 1.793  0.39
H3 0.199 1.425 3.295  0.29
H4 1.563 2.663 2.009  0.34
H5 -1.283 -0.935 -3.539  0.40
H6 -2.463 -1.480 -2.604  0.33
H7 -1.382 0.003 -2.309  0.25
H8 -2.695 -0.088 -3.305  0.37

# 9
Density functional theory data (ωB97M-V/def2-TZVPD) for a molecular structure, C6H8Cl4NiO6.

Values from the calculation:
Relative energy (zero: lowest compared OMol25 entry of this formula, charge and spin) ... 451.1 kJ/mol
Spin multiplicity ... 3
LUMO energy (spin up / spin down) ... 4.32 / 4.32 eV
Net charge ... -2

Each line ends with the Mulliken charge.
CARTESIAN COORDINATES (ANGSTROEM)
Ni1 1.401 -0.038 -0.855  0.43
C1 3.481 -0.356 -2.178  0.93
O1 3.853 0.563 -2.861  -0.67
O2 2.413 -1.001 -2.302  -0.76
O3 3.474 0.143 -1.000  -0.80
C2 1.101 2.358 -0.148  0.87
O4 0.632 1.356 0.415  -0.76
O5 2.171 2.928 0.053  -0.67
O6 1.320 1.988 -1.271  -0.66
Cl1 -0.335 -0.544 4.974  -0.25
C3 -0.535 -0.984 3.239  -0.31
C4 0.735 -1.686 2.867  -0.53
Cl2 0.810 -2.092 1.153  -0.13
H1 -0.831 -0.113 2.654  0.26
H2 -1.252 -1.802 3.301  0.29
H3 0.687 -2.582 3.485  0.37
H4 1.621 -1.074 3.039  0.32
Cl3 -3.486 0.277 -3.665  -0.23
C5 -3.340 0.192 -1.909  -0.41
C6 -1.919 0.710 -1.508  -0.27
Cl4 -0.770 -0.694 -1.699  -0.08
H5 -3.659 -0.840 -1.768  0.29
H6 -4.132 0.904 -1.678  0.29
H7 -1.971 0.773 -0.421  0.08
H8 -1.469 1.614 -1.916  0.41

# 10
Density functional theory data (ωB97M-V/def2-TZVPD) for a gas-phase ion, C6H8ClFNO (charge +1).

Values from the calculation:
Relative energy (zero: lowest compared OMol25 entry of this formula, charge and spin) ... 227.8 kJ/mol
LUMO energy ... -3.98 eV
Net charge ... +1

Each line ends with the Mulliken charge.
CARTESIAN COORDINATES (ANGSTROEM)
C1 1.537 1.249 0.156  -0.49
C2 0.212 1.359 0.179  -0.61
C3 1.711 -1.148 -0.357  -0.72
C4 2.194 0.048 -0.062  0.54
C5 -0.720 0.295 -0.218  0.24
C6 -0.424 -1.192 0.092  0.32
N1 -2.045 0.666 0.295  -0.16
O1 -1.265 -1.909 -0.711  -0.49
F1 -0.616 -1.394 1.370  -0.30
Cl1 4.023 0.076 0.021  -0.18
H1 2.115 2.126 0.465  0.38
H2 -0.287 2.273 0.541  0.21
H3 2.118 -2.036 -0.640  0.48
H4 -0.614 0.198 -1.387  0.29
H5 -2.540 0.022 -0.332  0.44
H6 -2.219 1.618 0.092  0.36
H7 -2.164 0.549 1.323  0.34
H8 -1.016 -2.802 -0.826  0.36

# 11
Density functional theory data (ωB97M-V/def2-TZVPD) for C6H8F2 in the gas phase.

Values from the calculation:
Relative energy (zero: lowest compared OMol25 entry of this formula, charge and spin) ... 97.5 kJ/mol
SMILES ... FC[C@H]1CC=C[C@@H]1F
LUMO energy ... 1.06 eV

Each line ends with the Mulliken charge.
CARTESIAN COORDINATES (ANGSTROEM)
F1 0.351 1.095 -2.186  -0.30
C1 0.033 1.607 -1.050  -0.65
C2 -0.118 0.650 0.018  0.10
C3 -1.198 -0.545 -0.199  -0.63
C4 -0.616 -1.678 0.521  -0.25
C5 0.661 -1.452 0.887  -0.74
C6 1.174 -0.002 0.648  0.02
F2 1.570 0.643 1.801  -0.32
H1 -0.877 2.202 -1.150  0.30
H2 0.904 2.092 -0.731  0.39
H3 -0.398 1.136 0.912  0.36
H4 -2.165 -0.235 0.154  0.32
H5 -1.435 -0.724 -1.341  0.26
H6 -1.167 -2.623 0.364  0.35
H7 1.237 -2.190 1.322  0.49
H8 2.042 0.026 0.029  0.30

# 12
Density functional theory data (ωB97M-V/def2-TZVPD) for 2 unconnected molecules or ions with the total composition C6H8F3NO2S.

Values from the calculation:
Spin multiplicity ... 3
LUMO energy (spin up / spin down) ... 0.43 / -3.83 eV

Each line ends with the Mulliken charge.
CARTESIAN COORDINATES (ANGSTROEM)
C1 1.755 0.480 -0.752  -0.13
C2 1.552 0.036 0.446  0.50
C3 -1.877 0.073 0.252  0.46
C4 1.247 0.210 -2.177  -1.03
C5 1.996 0.513 1.805  -1.45
C6 -3.298 0.091 -0.395  0.85
N1 -1.109 -0.891 -0.290  -0.43
O1 -1.736 0.865 1.186  -0.54
O2 0.669 -2.585 0.072  -0.55
F1 -4.053 -0.772 0.346  -0.26
F2 -3.330 -0.283 -1.633  -0.24
F3 -3.783 1.334 -0.284  -0.25
S1 0.166 -1.389 0.582  0.51
H1 2.539 1.291 -0.851  0.31
H2 1.774 -0.621 -2.523  0.32
H3 0.244 -0.128 -2.055  0.31
H4 1.410 1.143 -2.710  0.36
H5 1.191 0.677 2.443  0.40
H6 2.407 1.507 1.731  0.42
H7 2.650 -0.117 2.198  0.42
H8 -0.413 -1.432 2.608  0.04

Electronic energy across the listed records, respectively: -6348.0163, -6348.8392, -25420.6681, -16704.5780, -88717.4131, -35019.5479, -36123.1725, -45759.2761, -109762.6177, -25118.3755, -11784.8681, -30917.2704 eV.